(1)
Entry from OMol25: one molecule with the formula C6H14N2O2 (ωB97M-V with the def2-TZVPD basis set).

For the max |F|, the calculation gives 0.6 eV/A. As for the SMILES: [H]/N=C(/OC)C(C)(C)N(C)O. The calculation puts the HOMO energy at -0.3393 Ha. The calculation puts the gap between HOMO and LUMO at 10.0 eV.

Structure (XYZ):
```
24
Properties=species:S:1:pos:R:3:forces:R:3
O 0.177937 -1.459786 1.783255 -0.075 0.005 0.267
O 0.695767 1.981637 -0.096140 -0.473 0.056 -0.102
N 2.102684 0.297309 0.442951 0.380 0.236 0.024
N 0.006439 -1.515413 0.384908 0.096 -0.026 -0.170
C -0.411674 -0.280338 -1.687389 -0.018 -0.071 0.166
C -0.285710 -0.186758 -0.162739 0.075 0.364 0.137
C -0.922851 -2.573291 0.058881 0.004 -0.047 0.149
C 0.951635 0.680359 0.115348 0.176 -0.606 0.069
C 1.796614 2.852278 0.084446 0.306 0.211 0.041
C -1.537721 0.479059 0.430054 0.208 -0.173 -0.041
H -0.907616 -2.747524 -1.012560 -0.056 -0.019 -0.064
H 2.597566 2.599835 -0.613144 -0.021 0.053 0.063
H -1.697289 1.434155 -0.059836 -0.065 0.064 0.021
H 0.403842 -0.874915 -2.091832 0.069 -0.056 -0.062
H -1.361456 -0.724115 -1.976383 -0.086 -0.039 -0.047
H -0.677889 -1.281038 2.212697 -0.007 -0.004 -0.252
H -2.417143 -0.143733 0.271610 -0.056 -0.036 -0.017
H 2.178316 -0.702574 0.587873 -0.340 -0.016 -0.076
H -0.358814 0.720334 -2.109055 -0.020 0.041 -0.022
H 1.423852 3.857288 -0.102660 -0.004 -0.054 0.002
H -1.414069 0.666353 1.495911 -0.049 0.055 0.052
H -1.955075 -2.369664 0.382377 -0.008 -0.002 -0.012
H 2.185264 2.764902 1.100487 0.009 0.041 -0.074
H -0.572609 -3.474359 0.560939 -0.047 0.022 -0.054
```
Forces are in eV/Å.

=====

(2)
Entry from OMol25: one molecule with the formula C19H20N2O5S at a distorted geometry (ωB97M-V with the def2-TZVPD basis set).

For the max |F|, the calculation gives 19.1 eV/A. As for the SMILES: Cc1cc(C)c(NS(=O)(=O)c2ccc(NC(=O)/C=C/C(=O)O)cc2)c(C)c1. The calculation puts the HOMO energy at -0.3067 Ha. The calculation puts the gap between HOMO and LUMO at 7.2 eV.

Structure (XYZ):
```
47
Properties=species:S:1:pos:R:3:forces:R:3
S 3.700700 1.726725 0.399821 -11.243 -15.440 -0.657
O -6.806251 1.292216 -1.547296 5.611 -1.139 1.974
O -2.453614 -1.023851 1.818859 -1.595 8.073 -3.571
O -7.207807 0.465201 0.497625 -8.191 -3.204 7.560
O 4.365819 1.299348 1.442283 6.324 -3.391 10.094
O 4.007597 2.782827 -0.231248 4.092 15.447 -9.695
N 3.844396 0.177510 -0.850811 1.193 3.223 1.030
N -2.204567 1.360205 0.557816 3.749 -12.498 7.190
C -4.354131 0.414163 0.980702 2.677 -7.616 11.322
C -0.595580 -3.106496 -0.037412 4.823 -6.126 -7.694
C -0.311639 2.337714 -0.088768 1.387 -1.800 5.547
C -0.847151 1.408040 0.944602 1.851 4.230 -7.126
C -5.031341 0.730372 0.031011 2.446 4.195 -10.964
C 2.797180 -0.767865 -0.849840 0.723 2.990 0.687
C -2.845572 0.152938 1.253266 -1.519 -1.917 -0.821
C 1.852477 -2.308641 0.414076 -8.015 -9.857 4.485
C 0.727727 -2.286442 -0.373739 -3.904 -8.914 7.637
C -6.387379 0.732287 -0.178287 1.801 3.935 -9.221
C 1.637029 -0.589930 -1.529577 0.048 1.356 -3.166
C 0.116045 0.705307 1.584248 -14.234 -4.614 3.252
C 1.954932 1.514205 0.743311 -1.713 5.424 -1.798
C 0.988073 2.581245 0.077778 6.290 -1.217 -2.898
C 2.854876 -1.608838 0.265461 4.482 4.629 -0.262
C 1.343855 0.713870 1.663273 13.038 0.522 1.089
C 0.518904 -1.475567 -1.233554 -0.407 11.465 -13.654
C 3.893415 -1.624426 1.251020 3.396 -6.250 0.772
C 1.652931 0.503540 -2.813291 1.198 0.793 8.514
H 3.684793 -2.420947 2.168339 0.179 1.666 -2.628
H 1.651075 -3.290422 1.245515 1.329 3.300 -1.882
H -0.298622 -4.185369 0.334261 -0.868 2.005 -0.764
H -0.389165 -0.128511 2.138010 0.537 0.681 0.196
H 4.747546 -2.130338 0.573282 -1.070 0.894 1.925
H -5.057526 -0.271586 1.765640 2.032 2.227 -1.277
H -2.671072 2.111606 0.343388 -3.368 4.902 -1.042
H 1.847145 1.579819 -2.480130 -0.592 -1.340 0.146
H -0.257670 -1.247955 -2.192539 1.131 -1.393 3.463
H -4.419242 1.055862 -0.930985 -1.391 -0.295 1.676
H -1.133559 -2.662574 0.585488 -4.488 3.823 5.609
H -7.708843 1.352954 -1.500331 -3.674 0.101 0.317
H 3.945237 0.805214 -1.636942 -0.375 -0.719 -0.855
H -1.318254 -3.193491 -1.110300 2.324 0.036 3.199
H 2.039698 0.216626 2.479312 -1.873 0.400 -1.935
H 4.385789 -0.890361 1.775420 0.396 2.503 0.273
H 1.554927 3.333705 -0.669720 -1.345 -1.571 2.029
H 2.387962 0.380217 -3.443577 3.819 -1.523 -3.432
H -0.973805 3.019328 -0.422676 -1.855 2.199 -2.000
H 0.772653 0.460582 -3.212789 -5.157 -0.196 -2.646
```
Forces are in eV/Å.

=====

(3)
Entry from OMol25: C8H7NO6Tm as an isolated structure at a distorted geometry (ωB97M-V with the def2-TZVPD basis set).

For the max |F|, the calculation gives 8.2 eV/A. The calculation puts the HOMO energy (spin up / spin down) at -0.7652 / -0.7653 Ha. The calculation puts the gap between HOMO and LUMO (spin up / spin down) at 6.8 / 6.9 eV. Its total charge is +3. As for the spin multiplicity: 3.

Structure (XYZ):
```
23
Properties=species:S:1:pos:R:3:forces:R:3
Tm 1.598307 0.252707 -0.580390 -0.203 0.878 1.679
O -0.275779 0.147111 0.274056 1.697 0.027 -0.745
O 4.185876 -1.555811 1.228457 -3.721 3.032 -3.303
O 1.016860 0.937194 -3.998973 1.754 -1.193 6.096
O 3.664025 3.264255 -0.653968 -2.724 -4.731 -0.013
O 1.447717 -2.872267 -2.169746 0.920 5.452 2.498
O 4.383185 -0.585974 -2.962973 -3.093 1.146 3.109
N -2.329334 -0.002205 1.209723 1.188 -0.430 -1.286
C 3.592209 -0.296816 -2.180216 3.996 -1.078 -3.380
C 3.068968 2.274098 -0.647348 3.034 5.488 0.128
C 1.302157 0.725759 -2.887888 -2.570 1.819 -7.601
C -1.932528 0.960596 2.248003 -0.173 0.368 0.456
C -3.720288 -0.534824 1.190649 -0.605 -0.551 -0.180
C -1.452562 -0.363086 0.306168 -2.960 -0.282 1.311
C 1.591461 -1.829305 -1.675931 -1.534 -7.256 -3.011
C 3.425325 -0.954766 0.592830 4.130 -3.399 4.030
H -1.763620 -1.137335 -0.412877 0.161 0.389 0.172
H -2.818504 1.094345 2.871423 0.406 0.222 0.041
H -1.613995 1.922904 1.823493 -0.335 -0.289 -0.058
H -4.256506 -0.285034 0.261014 0.450 0.215 0.311
H -3.740709 -1.633729 1.273340 0.288 0.429 0.139
H -4.273311 -0.113374 2.033943 0.234 -0.088 -0.213
H -1.098954 0.585557 2.857213 -0.342 -0.167 -0.180
```
Forces are in eV/Å.

=====

(4)
Entry from OMol25: C2CsF6NO4S2 as an isolated structure at a distorted geometry (ωB97M-V with the def2-TZVPD basis set).

For the max |F|, the calculation gives 3.9 eV/A. The calculation puts the HOMO energy at -0.3474 Ha. The calculation puts the gap between HOMO and LUMO at 8.3 eV.

Structure (XYZ):
```
16
Properties=species:S:1:pos:R:3:forces:R:3
Cs 0.585983 3.330723 1.357326 -0.173 -0.408 -0.248
S -1.319688 -0.848140 -0.036321 -3.511 -1.608 -0.468
S 0.666617 0.371290 -1.153033 -1.179 0.231 0.284
F -1.965722 0.544722 2.169604 0.113 -0.240 -0.113
F -1.342579 -1.499992 2.567321 -0.194 0.112 -0.060
F -3.284242 -1.100364 1.640679 0.395 0.018 0.299
F 2.936224 -0.985725 -0.931558 0.281 -0.903 0.526
F 2.956309 0.904186 0.127110 0.248 0.334 0.942
F 3.042800 0.829918 -2.013804 0.411 0.611 -0.540
O 0.303472 -0.301947 -2.375068 0.850 0.084 0.954
O -2.222626 0.010780 -0.784685 1.099 0.312 0.745
O 0.381328 1.814560 -1.160678 0.828 -0.750 0.674
O -1.406435 -2.231574 -0.420882 0.369 0.212 0.672
N 0.128594 -0.361478 0.253809 2.213 2.098 -2.107
C -2.001925 -0.730201 1.701152 -0.088 -0.041 -0.482
C 2.541892 0.253239 -0.940969 -1.663 -0.063 -1.078
```
Forces are in eV/Å.

=====

Total energy? In order: -496.93921 -1619.25663 -1899.31857 -1847.62631 Eh.